Record 1
A cluster of 2 separate species, C6H10NO5 in total in a non-equilibrium geometry, computed with the ωB97M-V functional and the def2-TZVPD basis.

Calculated values
charge = -1
relative energy (zero: lowest compared OMol25 entry of this formula, charge and spin) = 98.3 kJ/mol
molar mass = 176.15 g/mol
Kohn-Sham gap = 8.3 eV
multiplicity = 1
calculated total energy = -665.4528 Eh

Element x y z (Å)
C 1.0368 -2.6651 -0.2682
C 0.1208 0.6921 1.1799
C 0.0647 0.3998 -1.2513
C -1.2986 -1.0311 0.1905
C 1.1572 -1.2856 0.0775
C -0.0337 -0.3137 0.0546
N 4.0779 0.7541 0.2862
O 1.1817 -2.4673 1.0091
O 3.2947 1.6609 0.6230
O 1.0033 -3.5519 -1.0913
O 5.2493 0.8666 0.6129
O 3.6214 -0.2724 -0.2401
H -0.6635 1.4783 1.0852
H 0.3578 0.2606 2.1009
H 1.2404 1.0331 0.9689
H 0.2560 -0.2004 -2.1611
H 0.6581 1.4109 -1.3343
H -0.9337 0.8951 -1.4277
H -1.1317 -1.9662 0.8274
H -2.0962 -0.4664 0.5463
H -1.5826 -1.4855 -0.6774
H 2.1355 -0.7455 -0.0005

natural (NBO) population analysis, charges in e, atoms 1 to 8: 0.769 -0.654 -0.608 -0.601 -0.065 -0.125 0.725 -0.480


Record 2
The molecule C4H6OS in a non-equilibrium geometry, computed with the ωB97M-V functional and the def2-TZVPD basis.

Calculated values
structure (SMILES) = C=C1OCCS1
relative energy (zero: lowest compared OMol25 entry of this formula, charge and spin) = 239.4 kJ/mol
molar mass = 102.16 g/mol
Kohn-Sham gap = 9.4 eV
multiplicity = 1
calculated total energy = -629.3560 Eh

Element x y z (Å)
C 1.0009 -0.4380 0.0601
C 2.1389 -1.0521 -0.0546
C -0.7513 1.1731 -0.2801
C -1.6190 -0.0338 0.2539
O 0.6591 0.8381 0.0515
S -0.7747 -1.5464 -0.2723
H 2.1866 -2.1738 0.0710
H 3.0806 -0.5714 -0.0344
H -0.8397 1.2989 -1.3984
H -0.9099 2.1829 0.3136
H -1.4582 0.2284 1.3131
H -2.7133 0.0940 -0.0235

natural (NBO) population analysis, charges in e, atoms 1 to 8: 0.348 -0.567 -0.065 -0.593 -0.521 0.078 0.231 0.222


Record 3
The molecule C21H23N3O5S in a non-equilibrium geometry, computed with the ωB97M-V functional and the def2-TZVPD basis.

Calculated values
structure (SMILES) = COc1ccc(N(CC(=O)NCc2ccccc2)S(=O)(=O)c2c(C)noc2C)cc1
relative energy (zero: lowest compared OMol25 entry of this formula, charge and spin) = 409.6 kJ/mol
molar mass = 429.50 g/mol
Kohn-Sham gap = 9.0 eV
multiplicity = 1
calculated total energy = -1752.6439 Eh

Element x y z (Å)
C 4.9904 -0.1269 -4.7117
H 5.6199 0.4809 -4.0538
O 4.1396 -0.9735 -3.9763
C 3.2159 -0.4124 -3.1521
C 3.0492 0.9536 -2.9489
C 2.0824 1.4124 -2.0722
C 1.2519 0.5262 -1.3975
C 1.4096 -0.8401 -1.6110
C 2.3835 -1.3012 -2.4699
H 2.5118 -2.3575 -2.6451
H 0.7552 -1.5329 -1.1095
N 0.3203 1.0125 -0.4593
S 0.0508 0.1199 0.9165
O -0.5300 -1.1727 0.6915
O -0.6618 0.9903 1.8133
C 1.7099 -0.0639 1.4801
C 2.4964 0.9838 1.8870
O 3.6879 0.5086 2.2507
N 3.7062 -0.8406 2.0948
C 2.5416 -1.2106 1.6354
C 2.2072 -2.6207 1.3354
H 1.1284 -2.7482 1.3275
H 2.6656 -3.2746 2.0723
H 2.6005 -2.8848 0.3547
C 2.2121 2.4318 1.9594
H 2.4026 2.8956 0.9918
H 2.8516 2.8998 2.7032
H 1.1640 2.5729 2.2124
C -0.6948 1.9762 -0.8453
H -0.3115 2.5930 -1.6583
H -0.9221 2.5914 0.0280
C -1.9490 1.2333 -1.3292
O -2.1949 1.0676 -2.5063
N -2.7148 0.7782 -0.3263
H -2.3964 0.8624 0.6292
C -3.8423 -0.1077 -0.5733
C -4.5050 -0.4751 0.7220
C -3.7768 -1.1544 1.6936
C -4.3657 -1.4861 2.9003
C -5.6869 -1.1497 3.1466
C -6.4170 -0.4777 2.1819
C -5.8270 -0.1385 0.9760
H -6.3985 0.3892 0.2260
H -7.4475 -0.2135 2.3692
H -6.1466 -1.4117 4.0882
H -3.7931 -2.0118 3.6501
H -2.7478 -1.4200 1.4990
H -4.5377 0.4000 -1.2492
H -3.4792 -1.0097 -1.0832
H 1.9732 2.4754 -1.9172
H 3.6685 1.6729 -3.4606
H 4.4243 0.5272 -5.3823
H 5.6223 -0.7876 -5.3029

natural (NBO) population analysis, charges in e, atoms 1 to 8: -0.253 0.176 -0.489 0.308 -0.308 -0.158 0.086 -0.223


Record 4
The molecule C6H12 in a non-equilibrium geometry, computed with the ωB97M-V functional and the def2-TZVPD basis.

Calculated values
structure (SMILES) = CC[C@H]1C[C@@H]1C
relative energy (zero: lowest compared OMol25 entry of this formula, charge and spin) = 142.6 kJ/mol
molar mass = 84.16 g/mol
Kohn-Sham gap = 11.1 eV
multiplicity = 1
calculated total energy = -235.7639 Eh

Element x y z (Å)
C 2.6375 0.0513 0.2771
C 1.4393 -0.6238 -0.3711
C 0.0858 -0.1501 0.2749
C -0.5261 1.1630 -0.1805
C -1.2327 -0.1018 -0.4024
C -2.5485 -0.3722 0.2691
H 2.7914 1.0576 -0.1142
H 2.4976 0.2361 1.4107
H 3.6389 -0.4051 0.1565
H 1.3431 -0.3737 -1.4557
H 1.4100 -1.7076 -0.1955
H -0.0424 -0.2367 1.3830
H -0.9487 1.7854 0.5902
H 0.0504 1.7151 -0.9526
H -1.2397 -0.4655 -1.4018
H -3.3958 -0.0084 -0.2579
H -2.6557 -1.4923 0.3424
H -2.5811 0.0967 1.2925

natural (NBO) population analysis, charges in e, atoms 1 to 8: -0.617 -0.401 -0.207 -0.431 -0.240 -0.592 0.207 0.206


Record 5
A structure of composition C31H25AsCoFN3O2 in a non-equilibrium geometry, computed with the ωB97M-V functional and the def2-TZVPD basis.

Calculated values
relative energy (zero: lowest compared OMol25 entry of this formula, charge and spin) = 48.8 kJ/mol
molar mass = 624.41 g/mol
Kohn-Sham gap (spin up / spin down) = 6.8 / 7.0 eV
multiplicity = 2
calculated total energy = -5229.4973 Eh

Element x y z (Å)
Co 0.6757 -1.4108 -1.6890
O 2.8930 2.3683 -2.4689
C 1.7882 3.0889 -2.7280
C 1.9217 4.4587 -2.9523
C 0.8164 5.2361 -3.2383
C -0.4499 4.6655 -3.3039
C -0.5988 3.3162 -3.0746
C 0.5053 2.5086 -2.7832
C 0.3069 1.0949 -2.5402
O 1.2906 0.3220 -2.1106
N -0.8601 0.5397 -2.7722
N -0.8280 -0.7524 -2.4624
C -1.8305 -1.5982 -2.7153
C -1.5817 -2.8903 -2.2535
C -2.4589 -3.9934 -2.3278
C -2.0541 -5.2141 -1.8652
C -0.7602 -5.3427 -1.3258
C 0.0566 -4.2397 -1.2671
N -0.3145 -3.0339 -1.7010
H 2.6159 1.4415 -2.2931
H 2.9126 4.8808 -2.8916
H 0.9451 6.2908 -3.4248
H -1.3099 5.2782 -3.5302
H -1.5701 2.8489 -3.0991
H -2.7121 -1.2759 -3.2495
H -3.4386 -3.8505 -2.7595
H -2.7035 -6.0736 -1.9203
H -0.4096 -6.2926 -0.9663
H 1.0550 -4.3119 -0.8614
C 3.1271 3.1022 1.3483
C 3.5842 1.8440 0.9883
C 2.6883 0.8048 0.8121
C 1.3267 1.0050 1.0121
C 0.8713 2.2838 1.3167
C 1.7690 3.3227 1.4934
As 0.0975 -0.4882 0.7304
C -1.5759 0.2949 1.4084
C -1.6704 0.8503 2.6823
C -2.8608 1.4124 3.1128
C -3.9650 1.4304 2.2749
C -3.8803 0.8824 1.0080
C -2.6900 0.3147 0.5799
C 0.5635 -1.6883 2.2143
C 1.8235 -2.2786 2.2378
C 2.1551 -3.1962 3.2186
C 1.2273 -3.5506 4.1847
C -0.0368 -2.9856 4.1564
C -0.3704 -2.0701 3.1729
H 3.8265 3.9108 1.4984
H 4.6395 1.6748 0.8351
H 3.0445 -0.1609 0.4769
H -0.1918 2.4732 1.4066
H 1.4004 4.3074 1.7444
H -0.8045 0.8446 3.3362
H -2.9254 1.8391 4.1036
H -4.8890 1.8761 2.6124
H -4.7358 0.8986 0.3501
H -2.6211 -0.1133 -0.4122
H 2.5406 -2.0416 1.4639
H 3.1375 -3.6461 3.2222
H 1.4818 -4.2728 4.9460
H -0.7717 -3.2628 4.8982
H -1.3696 -1.6520 3.1507
F 2.1513 -2.0241 -1.0099

natural (NBO) population analysis, charges in e, atoms 1 to 8: 1.116 -0.667 0.372 -0.284 -0.155 -0.272 -0.135 -0.194


Record 6
A cluster of 2 separate species, C3H6O4S2 in total in a non-equilibrium geometry, computed with the ωB97M-V functional and the def2-TZVPD basis.

Calculated values
charge = -2
molar mass = 170.21 g/mol
Kohn-Sham gap (spin up / spin down) = 5.8 / 5.1 eV
multiplicity = 1
calculated total energy = -1215.1367 Eh

Element x y z (Å)
C -1.8195 0.8004 0.0274
C -0.3349 0.4462 0.3447
C 0.3356 -0.6527 -0.3425
O -1.5046 -2.4649 0.1726
O 3.5115 1.3171 -1.0537
O 0.7614 -3.2704 -0.5671
O 2.3254 1.9929 0.9215
S 0.0034 -2.3206 0.3112
S 2.9486 0.8476 0.2336
H -2.3687 1.2954 0.7720
H -1.7590 1.3545 -0.9425
H -2.3153 -0.2038 -0.0752
H -0.2547 0.3050 1.5365
H 0.1658 1.3497 0.1613
H 0.3049 -0.7965 -1.4997

natural (NBO) population analysis, charges in e, atoms 1 to 8: -0.632 -0.493 -0.462 -1.097 -1.030 -1.083 -1.027 1.398


Question: Which formula does entry 3 have?
Answer: C21H23N3O5S